Record 1
DFT (ωB97M-V/def2-TZVPD) results for 12 unconnected molecules or ions with the total composition C6H35NO12.

Each line ends with the Mulliken charge.
CARTESIAN COORDINATES (ANGSTROEM)
1 N 0.097 -0.334 2.590  -0.477
2 C 0.592 0.824 1.822  0.835
3 C -0.075 2.139 2.178  -1.096
4 C -1.559 2.184 1.813  -0.790
5 C -1.863 2.037 0.339  -0.303
6 C -1.128 2.564 -0.626  0.262
7 C -1.499 2.458 -2.074  -0.732
8 O -0.333 2.210 -2.899  -0.553
9 H -0.437 -0.029 3.402  0.263
10 H -0.546 -0.908 2.050  0.073
11 H 1.670 0.886 1.972  -0.056
12 H 0.469 0.603 0.766  -0.349
13 H 0.450 2.935 1.655  0.418
14 H 0.052 2.340 3.241  0.466
15 H -1.971 3.136 2.148  0.412
16 H -2.101 1.435 2.391  0.327
17 H -2.778 1.502 0.105  0.250
18 H -0.223 3.136 -0.440  0.243
19 H -2.150 1.627 -2.282  0.284
20 H -1.993 3.370 -2.428  0.343
21 H 0.335 2.874 -2.694  0.299
22 O 1.011 -3.482 1.388  -0.677
23 H 1.175 -4.414 1.223  0.256
24 H 0.056 -3.307 1.208  0.378
25 O -1.545 -2.921 0.466  -0.880
26 H -1.942 -3.766 0.217  0.303
27 H -1.232 -2.535 -0.389  0.489
28 O 2.109 3.216 -1.345  -0.661
29 H 2.997 3.483 -1.587  0.283
30 H 2.089 2.237 -1.437  0.469
31 O 2.037 -1.713 -0.451  -0.820
32 H 1.654 -2.298 0.227  0.236
33 H 2.862 -1.340 -0.055  0.467
34 O 4.066 -0.767 1.142  -0.750
35 H 3.598 -1.149 1.932  0.430
36 H 4.132 0.173 1.333  0.297
37 O 1.657 0.579 -1.948  -0.819
38 H 1.742 -0.165 -1.326  0.500
39 H 0.720 0.860 -1.964  0.221
40 O 2.543 -1.893 3.116  -0.847
41 H 2.061 -2.609 2.669  0.395
42 H 1.832 -1.245 3.268  0.419
43 O -2.906 -0.723 -1.917  -0.614
44 H -3.411 -1.041 -1.143  0.433
45 H -2.056 -1.201 -1.832  0.402
46 O 0.286 -0.774 -4.144  -0.754
47 H -0.299 -0.015 -4.244  0.340
48 H 1.078 -0.385 -3.744  0.385
49 O -4.041 -1.513 0.548  -0.731
50 H -3.154 -1.912 0.689  0.451
51 H -4.038 -0.725 1.102  0.318
52 O -0.360 -2.056 -1.863  -0.855
53 H -0.218 -1.672 -2.761  0.406
54 H 0.487 -1.912 -1.402  0.412

**ΔE to the lowest compared entry with this formula, charge and spin**: 1.5546 eV
**Largest force on an atom**: 0.79 eV/Å
**SMILES**: NCCC/C=C/CO.O.O.O.O.O.O.O.O.O.O.O
**Kohn-Sham gap**: 9.7 eV

Record 2
DFT (ωB97M-V/def2-TZVPD) results for 10 unconnected molecules or ions with the total composition C6H36BNO10 in a non-equilibrium geometry.

Each line ends with the Mulliken charge.
CARTESIAN COORDINATES (ANGSTROEM)
1 C 0.258 0.626 -0.941  -0.870
2 O -0.090 -0.460 -1.824  -0.343
3 C 1.063 -1.150 -2.290  -0.414
4 C 0.498 -2.016 -3.501  -0.981
5 N 1.545 -2.696 -4.271  0.009
6 H 1.100 -2.770 -5.266  0.436
7 H 2.345 -2.025 -4.311  0.426
8 C 2.179 -3.869 -3.620  -0.550
9 C 1.388 -5.151 -3.731  -0.441
10 O 2.247 -6.189 -3.535  -0.349
11 C 1.572 -7.395 -3.411  -0.636
12 H 0.822 0.408 -0.090  0.346
13 H -0.496 1.174 -0.569  0.350
14 H 0.742 1.289 -1.699  0.378
15 H 1.234 -2.013 -1.540  0.269
16 H 1.964 -0.599 -2.496  0.428
17 H -0.070 -1.416 -4.093  0.571
18 H -0.345 -2.530 -3.048  0.260
19 H 2.377 -3.711 -2.602  0.286
20 H 3.322 -3.802 -3.825  0.408
21 H 1.215 -5.344 -4.824  0.361
22 H 0.345 -5.164 -3.122  0.292
23 H 0.789 -7.582 -2.615  0.263
24 H 2.343 -8.101 -3.460  0.294
25 H 0.817 -7.283 -4.308  0.264
26 B -0.785 2.682 2.328  1.047
27 H -0.198 2.457 1.129  -0.379
28 H -2.002 2.332 2.321  -0.427
29 H -0.189 2.109 3.104  -0.433
30 H -0.552 3.965 2.445  -0.318
31 O -1.570 -0.438 2.759  -0.751
32 H -1.521 0.464 2.769  0.293
33 H -2.278 -0.885 2.327  0.268
34 O 0.547 -0.768 4.296  -0.603
35 H 0.532 -0.194 5.148  0.336
36 H -0.014 -0.357 3.701  0.311
37 O 0.093 3.984 -1.663  -0.682
38 H 0.608 3.874 -0.831  0.322
39 H -0.872 3.650 -1.167  0.374
40 O 2.766 0.871 2.777  -0.653
41 H 3.102 1.304 1.967  0.292
42 H 1.841 0.904 2.799  0.325
43 O -4.014 2.634 4.052  -0.659
44 H -3.329 2.232 3.375  0.342
45 H -3.687 2.483 4.877  0.285
46 O -2.317 3.825 -0.277  -0.741
47 H -1.673 3.719 0.497  0.233
48 H -3.302 3.810 -0.134  0.300
49 O -1.297 4.221 5.360  -0.713
50 H -1.704 5.176 5.063  0.407
51 H -1.045 3.766 4.627  0.206
52 O -2.325 6.560 3.939  -0.648
53 H -1.815 7.191 4.262  0.299
54 H -2.176 6.201 3.123  0.315

**ΔE to the lowest compared entry with this formula, charge and spin**: 3.6620 eV
**Largest force on an atom**: 6.66 eV/Å
**Kohn-Sham gap**: 6.6 eV

Record 3
DFT (ωB97M-V/def2-TZVPD) results for 11 unconnected molecules or ions with the total composition C6H37N2O10 in a non-equilibrium geometry.

Each line ends with the Mulliken charge.
CARTESIAN COORDINATES (ANGSTROEM)
1 N 0.453 1.327 1.586  0.017
2 C 0.155 0.237 0.544  1.235
3 C -0.636 -0.885 1.232  -0.472
4 C -1.627 -1.502 0.241  0.744
5 C -2.475 -2.553 0.963  -1.534
6 C 1.485 -0.261 -0.014  -0.226
7 N 2.037 0.742 -0.941  -0.173
8 C 2.483 0.111 -2.223  -0.849
9 H 1.110 0.962 2.331  0.488
10 H -0.438 1.640 2.022  0.410
11 H 0.864 2.196 1.155  0.383
12 H -0.445 0.731 -0.271  -1.301
13 H 0.014 -1.703 1.649  0.202
14 H -1.261 -0.431 2.113  0.396
15 H -1.092 -1.986 -0.575  0.046
16 H -2.300 -0.708 -0.206  -0.164
17 H -1.815 -3.333 1.409  0.263
18 H -3.098 -2.124 1.780  0.345
19 H -3.141 -3.031 0.263  0.464
20 H 2.186 -0.559 0.791  0.527
21 H 1.293 -1.303 -0.588  -0.416
22 H 2.794 1.246 -0.537  0.196
23 H 2.774 0.933 -2.890  0.369
24 H 1.679 -0.423 -2.684  0.284
25 H 3.298 -0.583 -2.063  0.370
26 H -2.919 2.018 0.776  0.400
27 H -3.990 0.963 0.504  0.287
28 O -3.431 1.537 0.068  -0.716
29 H -0.725 -0.726 -4.026  0.274
30 H -1.264 -0.186 -2.628  0.383
31 O -0.842 -0.940 -3.072  -0.644
32 H 0.828 2.074 -1.781  0.427
33 H -0.673 2.273 -2.091  0.445
34 O 0.148 2.779 -1.930  -0.896
35 H 2.404 0.011 4.132  0.299
36 H 2.082 -0.946 3.009  0.310
37 O 1.823 -0.153 3.396  -0.625
38 H 1.077 -3.409 -0.448  0.251
39 H 0.629 -4.384 0.589  0.307
40 O 1.266 -3.699 0.391  -0.663
41 H 0.078 3.535 -0.543  0.416
42 H 0.450 4.701 0.347  0.258
43 O 0.149 3.866 0.419  -0.686
44 H -2.678 1.625 -2.861  0.297
45 H -2.543 1.307 -1.368  0.259
46 O -2.056 1.279 -2.202  -0.705
47 H 0.329 -3.657 -2.717  0.323
48 H 0.130 -2.133 -2.384  0.181
49 O 0.675 -2.929 -2.091  -0.663
50 H 3.373 -2.909 2.465  0.279
51 H 2.180 -2.817 1.461  0.410
52 O 2.776 -2.287 2.100  -0.697
53 H -1.306 3.448 1.251  0.371
54 H -2.348 3.530 2.401  0.301
55 O -1.916 2.894 1.826  -0.787

**ΔE to the lowest compared entry with this formula, charge and spin**: 0.0000 eV
**Largest force on an atom**: 4.83 eV/Å
**Net charge**: +1
**Kohn-Sham gap**: 10.2 eV

Record 4
DFT (ωB97M-V/def2-TZVPD) results for 13 unconnected molecules or ions with the total composition C6H37NO12 in a non-equilibrium geometry.

Each line ends with the Mulliken charge.
CARTESIAN COORDINATES (ANGSTROEM)
1 C 0.544 0.036 -3.197  -0.810
2 C 0.337 0.893 -1.895  -0.736
3 N 2.204 -0.206 0.009  -0.506
4 C 0.826 -0.420 0.183  0.616
5 C -0.071 0.045 -0.699  2.280
6 C -1.531 -0.365 -0.761  -2.596
7 C 0.387 -1.291 1.341  -1.750
8 H -0.281 -0.653 -3.240  -0.088
9 H 1.434 -0.577 -3.025  0.183
10 H 0.800 0.698 -4.017  0.512
11 H 1.332 1.279 -1.780  0.203
12 H -0.445 1.629 -2.082  0.225
13 H 2.383 0.738 -0.319  0.119
14 H 2.793 -0.367 0.815  0.285
15 H -2.336 0.236 -0.357  0.348
16 H -1.745 -0.461 -1.835  0.622
17 H -1.612 -1.414 -0.461  0.304
18 H -0.603 -1.104 1.731  0.385
19 H 0.532 -2.351 1.104  0.158
20 H 1.174 -1.132 2.089  0.421
21 H -0.934 -2.273 -3.951  0.425
22 H -0.209 -3.113 -4.952  0.308
23 O -0.659 -2.269 -4.886  -0.672
24 H 1.665 3.002 1.326  0.390
25 H 0.140 3.358 1.612  0.509
26 O 1.057 3.703 1.578  -0.857
27 H 2.490 -2.587 -2.078  0.346
28 H 1.811 -1.801 -1.156  0.249
29 O 1.777 -2.741 -1.434  -0.727
30 H 3.411 0.715 4.505  0.267
31 H 2.208 1.737 4.192  0.460
32 O 2.467 0.804 4.380  -0.647
33 H -1.933 2.233 1.120  0.362
34 H -2.090 3.576 1.991  0.213
35 O -1.510 2.862 1.721  -0.592
36 H 0.154 -3.003 -1.895  0.543
37 H -1.289 -2.472 -1.962  0.255
38 O -0.718 -3.155 -2.335  -0.861
39 H -3.402 -4.010 -0.120  0.320
40 H -2.890 -4.262 1.302  0.295
41 O -3.284 -3.597 0.735  -0.635
42 H 0.744 3.087 4.372  0.373
43 H 1.652 3.750 3.353  0.379
44 O 1.673 3.350 4.242  -0.785
45 H -0.794 -4.398 -0.504  0.314
46 H -1.447 -5.631 -1.204  0.296
47 O -1.461 -5.074 -0.425  -0.616
48 H -2.876 2.015 -1.327  0.283
49 H -3.059 3.413 -0.751  0.266
50 O -2.944 2.493 -0.493  -0.633
51 H -0.976 1.675 3.424  0.362
52 H -0.108 0.997 4.609  0.311
53 O -0.587 1.755 4.297  -0.690
54 H 1.305 3.654 -0.534  0.319
55 H 2.502 3.860 -1.367  0.239
56 O 1.989 3.136 -0.988  -0.543

**ΔE to the lowest compared entry with this formula, charge and spin**: 2.4501 eV
**Largest force on an atom**: 2.13 eV/Å
**Kohn-Sham gap**: 8.2 eV